Record 1
Here is a 2-piece molecular cluster, CH4O2S2 overall in a non-equilibrium geometry from the Open Molecules 2025 dataset. Energies are from ωB97M-V/def2-TZVPD.

Total energy: -26866.7018 eV
Orbital gap: 8.7 eV

The geometry in XYZ format:
```
9
Properties=species:S:1:pos:R:3:forces:R:3
S 2.02877 -0.96663 -0.38658 0.2 -0.5 0.5
S 0.04519 -1.16794 -0.87756 -0.7 0.2 -0.5
O -0.48312 1.22620 1.34551 -0.5 -0.1 -0.5
O -2.36103 1.12840 0.22197 -0.9 0.3 -0.7
C -1.60721 1.82515 0.79967 1.5 -0.9 0.9
H -0.64512 -0.75663 0.21457 0.6 -0.3 0.0
H -1.61946 2.90935 0.93844 -0.3 0.1 0.0
H 2.00745 0.23807 0.17015 -0.1 0.5 -0.1
H -0.22417 1.55249 2.20156 0.2 0.7 0.4
```
Forces are in eV/Å.

Here are the natural (NBO) charges for atoms 1 to 4, given in e:
1 S -0.1333
2 S -0.1569
3 O -0.7350
4 O -0.5131

***

Record 2
Here is a 2-piece molecular cluster, CH4O3 overall in a non-equilibrium geometry from the Open Molecules 2025 dataset. Energies are from ωB97M-V/def2-TZVPD.

Total energy: -7244.1409 eV
Orbital gap: 11.7 eV

The geometry in XYZ format:
```
8
Properties=species:S:1:pos:R:3:forces:R:3
O -1.16103 2.40245 1.45594 0.7 0.1 0.2
O 0.74875 -2.84736 -2.56690 -0.1 0.4 0.9
O 0.30810 0.70223 1.11911 0.1 1.0 -0.3
C -0.61629 1.21494 1.69639 0.0 -2.6 0.6
H -0.48886 2.84957 0.90985 -0.4 0.2 -0.2
H -1.08727 0.55966 2.47851 -0.4 1.3 -0.3
H 1.35975 -2.64119 -3.27848 0.1 0.2 0.2
H 0.93685 -2.24031 -1.81442 0.0 -0.6 -1.0
```
Forces are in eV/Å.

Here are the natural (NBO) charges for atoms 1 to 4, given in e:
1 O -0.6623
2 O -0.9473
3 O -0.5894
4 C 0.6362

***

Record 3
Here is a 2-piece molecular cluster, CH4OP2 overall in a non-equilibrium geometry from the Open Molecules 2025 dataset. Energies are from ωB97M-V/def2-TZVPD.

Total energy: -21723.9870 eV
Orbital gap: 8.6 eV

The geometry in XYZ format:
```
8
Properties=species:S:1:pos:R:3:forces:R:3
P 0.05782 -0.08015 0.15676 0.9 -0.7 0.2
P -1.29700 3.67163 -0.14632 0.3 0.3 2.4
O -2.06375 3.92411 -1.35014 -0.9 0.3 -1.3
C 0.80567 -1.21306 -0.80512 -0.6 1.1 0.2
H -1.15554 -0.53638 -0.26332 -1.6 0.3 -0.4
H 1.82705 -1.35436 -0.72324 2.1 0.0 0.2
H 0.43286 -1.72665 -1.65745 -0.9 -0.6 -0.2
H -2.08083 4.38236 1.01757 0.6 -0.6 -1.1
```
Forces are in eV/Å.

Here are the natural (NBO) charges for atoms 1 to 4, given in e:
1 P 0.4090
2 P 1.1554
3 O -0.9572
4 C -0.7500